DFT (ωB97M-V with the def2-TZVPD basis set) results for a 7-piece molecular cluster, C19H52O7 overall.

Output
Calculated total energy, Ha: -1281.67812
2S+1: 2
Kohn-Sham gap (alpha / beta), eV: 1.999 / 9.869
Charge: -1
Expectation value of S²: 0.7504

Geometry as XYZ:
```
78
Properties=species:S:1:pos:R:3:forces:R:3
C -0.0778 -2.2352 3.3572 0.5 -1.7 -1.3
C 0.4657 -1.2654 4.3213 -0.4 1.5 -0.4
C 1.3240 -0.1688 3.6552 0.1 -1.0 0.0
O -0.6957 -0.5699 4.7986 -0.3 0.5 1.0
H -0.6356 -3.0495 3.8197 0.0 0.0 0.2
H 0.7499 -2.6939 2.8163 0.0 -0.3 -0.2
H -0.7332 -1.8227 2.5901 0.1 0.4 0.2
H 0.9356 -1.7629 5.1697 0.4 0.1 -0.1
H 0.8388 0.1272 2.7251 -0.3 0.3 0.2
H 2.2775 -0.5661 3.3072 0.2 -0.1 0.3
H 1.4783 0.6776 4.3245 0.0 0.0 -0.1
H -0.9201 -0.9632 5.6450 -0.3 0.0 0.2
C 1.2826 3.0298 -1.2888 0.8 -0.6 -0.9
C 2.7665 3.3393 -1.4247 -0.3 -1.8 -0.2
C 3.3134 2.8417 -2.8372 -0.2 1.4 1.4
O 3.0482 4.6812 -1.1438 0.4 1.2 -0.8
H 0.9506 2.9438 -0.2542 -0.2 0.5 -0.1
H 1.1764 2.0327 -1.7161 -0.4 -0.1 0.1
H 0.7457 3.7170 -1.9428 -0.4 0.0 0.4
H 3.2627 2.7925 -0.6229 0.4 -0.6 -0.3
H 2.6772 3.1473 -3.6679 -0.1 0.3 0.1
H 3.3840 1.7567 -2.9150 0.1 0.0 0.4
H 4.2873 3.3203 -2.9397 0.1 -0.3 -0.3
H 2.5600 4.9228 -0.3533 -0.1 0.0 0.0
C -3.7926 -4.0397 -3.4166 -0.1 0.5 0.3
C -2.3403 -3.7494 -3.7057 0.8 0.8 2.4
C -1.5146 -3.1997 -2.5117 -0.6 0.9 -0.4
O -1.7019 -4.9430 -4.0174 0.1 -1.2 -1.4
H -3.8872 -4.8363 -2.6786 0.1 0.0 0.0
H -4.2822 -4.3594 -4.3364 -0.2 0.0 0.0
H -4.2749 -3.1478 -3.0167 -0.2 0.0 -0.1
H -2.2405 -3.1182 -4.5887 -0.1 0.7 0.2
H -1.5621 -3.7543 -1.5745 -0.2 -0.6 -0.3
H -1.8134 -2.1914 -2.2251 -0.1 0.1 -0.1
H -0.4706 -3.1264 -2.8165 0.0 -0.1 0.0
H -2.0811 -5.0184 -4.8961 0.5 -1.4 -0.5
C 0.1466 1.6626 -4.5416 -0.9 0.7 -1.1
C -1.3416 1.3221 -4.2312 1.3 -1.2 0.3
C -1.6762 -0.1719 -4.2906 0.7 -0.4 -1.4
O -1.5502 1.6749 -2.9130 -1.0 1.6 1.0
H 0.2508 2.7383 -4.3998 0.0 0.1 0.2
H 0.3547 1.5297 -5.6032 0.2 -0.4 -0.1
H 0.9285 1.2097 -3.9320 -0.4 -0.5 0.1
H -2.0030 1.9179 -4.8602 0.0 0.0 -0.1
H -1.7168 -0.5697 -5.3046 -0.4 0.2 -0.4
H -2.5989 -0.4433 -3.7775 0.1 0.2 0.1
H -0.8357 -0.7597 -3.9215 -0.1 0.1 0.7
H -1.0076 1.0972 -2.3713 0.2 -0.4 0.5
C 3.4325 -0.0877 0.1728 0.3 -0.3 -0.6
C 3.1011 -1.5530 -0.1289 -0.5 1.2 0.7
C 3.4684 -2.4870 0.9997 0.4 -0.5 -0.5
O 1.7113 -1.6937 -0.4320 -0.2 0.9 0.1
H 3.1402 0.3451 1.1296 -0.4 -0.4 0.0
H 3.0908 0.5503 -0.6422 -0.1 0.0 0.0
H 4.5221 -0.0644 0.1563 0.2 0.2 0.0
H 3.6449 -1.7938 -1.0424 0.3 -0.2 0.1
H 4.4348 -2.2788 1.4589 0.2 0.2 -0.1
H 3.5510 -3.4406 0.4783 -0.1 -0.6 0.7
H 2.7409 -2.5200 1.8108 -0.1 0.0 -0.3
H 1.5093 -2.6245 -0.5523 -0.1 -0.7 -0.1
C -2.3188 2.0700 3.8412 -0.6 1.2 -0.1
C -1.8866 2.6224 5.2528 -0.8 -1.2 -1.1
C -2.8232 2.0479 6.3018 -0.9 0.4 -0.1
O -0.6115 2.1772 5.5327 1.5 0.2 0.2
H -2.4952 0.9957 3.7866 0.0 0.0 0.5
H -1.6813 2.2898 2.9849 0.7 0.2 0.4
H -3.2291 2.5855 3.5349 -0.5 -0.2 0.2
H -1.8632 3.7117 5.2830 -0.2 0.1 -0.1
H -3.8276 2.4234 6.1060 -0.3 0.0 0.1
H -2.5628 2.3165 7.3256 0.2 0.1 -0.1
H -2.8808 0.9613 6.2373 0.2 0.0 -0.1
H -0.5973 1.2910 5.1639 0.5 -0.7 0.1
C -1.0859 0.5465 0.1581 0.8 0.2 -0.4
O -0.4567 0.0681 -1.0619 -1.3 0.5 0.9
H -2.0545 1.0116 -0.0249 0.0 -0.4 -0.5
H -1.1941 -0.2272 0.9182 0.0 -0.2 -0.2
H -0.4732 1.3440 0.5783 0.2 0.0 0.2
H 0.2429 -0.5433 -0.8202 0.6 -0.4 0.1
```
Forces are in eV/Å.